This record from the OMol25 dataset describes a molecular structure, C40H43FIrN4OP2S2Se. The level of theory is the ωB97M-V functional and the def2-TZVPD basis.

Properties
Highest occupied orbital energy (spin up / spin down) (eV): -9.04 / -10.14
⟨S²⟩: 6.033
Molecular weight (g/mol): 1012.07
2S+1: 5
Total energy (Eh): -5928.62430
Total charge: +1
ΔE to the lowest compared entry with this formula, charge and spin (kcal per mole): 20.4

Geometry as XYZ:
```
95
Properties=species:S:1:pos:R:3:forces:R:3
Ir 0.442 -0.159 0.128 0.6 -0.3 0.0
C -5.659 6.315 -0.505 0.5 -0.1 0.0
S -3.852 6.327 -0.355 0.1 -0.2 -0.1
C -3.524 4.545 -0.609 -0.2 0.6 0.1
C -2.026 4.306 -0.682 -0.3 0.0 0.0
C -1.662 2.849 -0.960 0.2 0.6 -0.2
N -2.177 1.835 0.007 0.1 -0.7 0.3
P -0.963 1.553 1.215 -0.5 0.1 -0.1
C -0.893 3.184 2.042 0.3 -0.1 -0.2
C -2.090 3.709 2.527 0.0 0.0 0.0
C -2.099 4.926 3.180 -0.1 -0.1 0.0
C -0.910 5.612 3.376 0.2 0.0 0.0
C 0.284 5.077 2.922 0.1 0.1 0.1
C 0.296 3.863 2.251 0.0 -0.1 -0.1
C -1.756 0.744 2.644 0.2 0.0 0.0
C -3.106 0.486 2.816 0.1 0.0 -0.1
C -3.555 -0.118 3.980 -0.1 0.0 0.1
C -2.674 -0.393 5.010 -0.1 0.0 0.0
C -1.332 -0.071 4.873 0.1 -0.1 0.1
C -0.873 0.477 3.690 0.0 -0.1 -0.2
P -2.261 0.373 -1.027 -0.7 0.3 0.1
C -3.826 0.891 -1.861 0.2 0.0 0.0
C -3.997 0.654 -3.220 0.1 0.0 0.1
C -5.146 1.081 -3.865 -0.1 -0.1 -0.1
C -6.144 1.731 -3.158 0.0 0.0 0.0
C -5.979 1.971 -1.803 -0.1 0.0 0.0
C -4.823 1.565 -1.163 0.0 0.0 0.0
C -2.912 -1.004 0.000 -0.2 0.2 -0.1
C -1.927 -2.128 0.144 -0.2 -0.5 -0.2
C -2.312 -3.267 1.109 0.0 -0.2 0.0
C -3.654 -3.185 1.732 -0.2 0.1 0.2
C -4.493 -2.188 1.440 0.0 -0.7 0.3
C -4.133 -1.111 0.544 0.5 0.1 -0.5
H -5.988 7.342 -0.390 -0.1 0.0 0.0
H -6.086 5.697 0.279 -0.2 0.0 0.0
H -5.942 5.941 -1.485 -0.1 0.0 -0.1
H -4.010 4.246 -1.539 0.0 -0.1 0.0
H -3.972 4.009 0.226 0.0 -0.2 0.0
H -1.550 4.663 0.230 0.0 0.1 -0.1
H -1.632 4.899 -1.513 0.1 0.0 0.0
H -0.569 2.776 -1.026 0.0 -0.1 -0.2
H -2.070 2.597 -1.948 0.1 0.1 0.1
H -3.008 3.159 2.386 -0.1 0.0 0.0
H -3.028 5.337 3.550 -0.1 0.0 0.0
H -0.912 6.555 3.902 0.0 0.1 0.0
H 1.208 5.605 3.097 0.1 0.1 0.0
H 1.221 3.439 1.887 0.1 0.0 -0.1
H -3.798 0.748 2.033 -0.1 0.1 0.0
H -4.599 -0.369 4.080 -0.1 0.0 0.1
H -3.029 -0.844 5.924 0.0 0.0 0.1
H -0.649 -0.248 5.691 0.1 0.0 0.0
H 0.177 0.715 3.572 0.1 0.0 0.0
H -3.222 0.143 -3.775 0.1 0.0 -0.1
H -5.266 0.907 -4.923 0.0 0.0 -0.1
H -7.043 2.058 -3.659 -0.1 0.0 -0.1
H -6.755 2.475 -1.245 0.0 0.1 0.0
H -4.677 1.798 -0.119 0.0 0.0 0.1
H -1.563 -2.449 -0.842 0.1 0.1 0.2
H -2.092 -4.273 0.740 0.0 0.1 0.0
H -3.914 -3.951 2.451 -0.1 0.0 0.0
H -5.469 -2.154 1.899 -0.1 0.0 0.1
H -4.886 -0.359 0.361 0.0 0.1 0.0
F 1.296 -4.752 -3.841 0.0 0.1 0.0
C 1.206 -3.593 -3.161 0.1 0.1 0.1
C 0.171 -2.721 -3.451 0.1 -0.1 0.0
C 0.059 -1.556 -2.707 0.1 0.0 -0.1
C 0.947 -1.253 -1.672 -0.3 0.5 0.8
C 2.035 -2.115 -1.484 -0.1 0.2 -0.1
C 2.164 -3.290 -2.210 -0.1 -0.2 -0.3
H -0.536 -2.960 -4.231 0.0 -0.1 -0.1
H -0.750 -0.875 -2.950 0.0 -0.1 0.1
H 2.811 -1.882 -0.764 -0.1 0.0 0.1
H 2.989 -3.966 -2.045 0.1 -0.1 0.0
Se -0.516 -3.192 3.534 0.4 -0.1 1.2
C -1.150 -2.700 1.920 -0.7 0.5 -1.8
N -0.819 -1.779 1.045 0.4 -0.3 0.7
C 2.874 3.720 -2.141 0.1 -0.7 0.0
S 2.600 1.909 -1.981 -0.3 0.9 -1.1
C 1.752 1.674 -3.589 0.4 -0.1 0.5
O 1.516 1.812 -0.956 0.0 0.3 0.5
H 3.621 3.908 -2.905 0.1 0.0 -0.2
H 3.237 4.080 -1.183 0.1 -0.1 0.1
H 1.941 4.216 -2.380 -0.2 -0.1 -0.1
H 2.436 1.911 -4.395 0.1 0.1 -0.1
H 0.867 2.300 -3.629 -0.1 0.2 0.1
H 1.461 0.629 -3.648 0.0 -0.1 0.1
N 4.406 -0.420 2.140 0.1 0.1 -0.1
C 3.684 -1.214 2.982 -0.4 -0.2 0.2
C 2.396 -1.153 2.542 0.3 -0.2 0.4
N 2.330 -0.340 1.451 -0.3 0.2 -0.5
C 3.554 0.086 1.232 -0.1 0.3 -0.3
H 5.398 -0.258 2.194 -0.1 0.1 -0.1
H 4.127 -1.750 3.794 0.1 -0.1 0.2
H 1.527 -1.638 2.939 0.0 -0.1 0.0
H 3.845 0.748 0.441 0.1 0.1 -0.2
```
Forces are in eV/Å.